ORCA calculation (ωB97M-V with the def2-TZVPD basis set) on a cluster of 13 separate species, C20H40Cl24N3 in total at a distorted geometry.

Each line ends with the Löwdin charge.
Positions of all 87 atoms, in Å:
1 C 3.9569 0.8582 -2.3756  -0.094
2 C 3.4562 1.4040 -3.7193  -0.220
3 C 3.2170 2.9278 -3.6863  -0.089
4 C 2.0582 3.2316 -2.7796  -0.263
5 N 2.0172 3.7377 -1.5648  0.106
6 C 0.6853 3.8282 -1.1021  -0.121
7 C -0.0471 3.3236 -2.1220  -0.281
8 N -1.4298 3.1450 -2.2419  0.039
9 C -1.7918 1.7375 -1.8553  -0.256
10 C -2.8567 1.1301 -2.7381  -0.101
11 N 0.8109 2.9508 -3.1681  0.229
12 H 3.5315 -0.1049 -2.1175  0.047
13 H 3.7328 1.5265 -1.5411  0.052
14 H 5.0447 0.8024 -2.4062  0.082
15 H 2.5000 0.9181 -3.9345  0.100
16 H 4.1072 1.1376 -4.5475  0.113
17 H 2.9444 3.2881 -4.6757  0.126
18 H 4.1006 3.4339 -3.3001  0.129
19 H 2.8335 4.0151 -1.0438  0.143
20 H 0.2826 4.2174 -0.1703  -0.047
21 H -1.7264 3.3149 -3.1948  0.113
22 H -0.8830 1.1365 -1.9043  0.034
23 H -2.0903 1.7853 -0.8087  0.079
24 H -2.7950 0.0459 -2.6348  0.060
25 H -2.6849 1.3485 -3.7949  0.078
26 H -3.8702 1.4043 -2.4578  0.016
27 H 0.5292 2.5602 -4.0505  0.185
28 C -6.8339 1.1470 -1.0040  -1.004
29 Cl -7.0399 -0.1645 -2.1688  0.511
30 Cl -5.2283 1.0989 -0.2606  0.527
31 H -6.9538 2.0934 -1.5180  0.028
32 H -7.5803 1.0471 -0.2253  0.026
33 C -1.2869 4.1428 2.6469  -1.014
34 Cl -1.5896 2.4806 2.1279  0.527
35 Cl -0.8593 5.1856 1.2737  0.605
36 H -2.1804 4.5340 3.1105  -0.069
37 H -0.4654 4.1463 3.3528  0.010
38 C -3.7694 4.3978 5.9373  -0.962
39 Cl -4.3800 5.0685 4.4173  0.568
40 Cl -2.1590 3.6856 5.7488  0.555
41 H -3.7142 5.1937 6.6699  0.033
42 H -4.4517 3.6260 6.2720  0.033
43 C 2.4294 2.1294 2.5976  -0.964
44 Cl 1.9189 2.8213 1.0426  0.609
45 Cl 3.9996 1.3383 2.4690  0.540
46 H 2.4953 2.9278 3.3280  0.033
47 H 1.6892 1.3971 2.9012  0.029
48 C 0.5097 -1.6681 -0.7355  -0.987
49 Cl -0.2677 -1.8385 -2.3164  0.543
50 Cl 1.0367 -0.0017 -0.4533  0.551
51 H -0.1986 -1.9470 0.0364  0.034
52 H 1.3756 -2.3169 -0.7023  -0.081
53 C -2.3701 -4.9464 -2.0524  -1.043
54 Cl -1.4885 -5.2119 -0.5398  0.543
55 Cl -2.3760 -6.3949 -3.0624  0.531
56 H -3.3919 -4.6794 -1.8149  -0.048
57 H -1.8930 -4.1417 -2.5975  -0.020
58 C 3.9184 -4.0461 -0.5564  -1.013
59 Cl 3.8309 -2.6186 0.4885  0.528
60 Cl 2.9023 -3.8578 -1.9968  0.542
61 H 4.9422 -4.1835 -0.8684  -0.069
62 H 3.5795 -4.9107 0.0017  0.033
63 C -7.6785 5.1315 2.6012  -1.046
64 Cl -8.0707 6.3480 1.3806  0.506
65 Cl -8.7093 5.2784 4.0272  0.509
66 H -7.8182 4.1472 2.1700  0.020
67 H -6.6473 5.2627 2.9042  -0.043
68 C -1.4722 -6.1307 2.8548  -1.059
69 Cl 0.0541 -6.0615 3.7484  0.501
70 Cl -2.2733 -7.6921 3.0404  0.512
71 H -2.1301 -5.3548 3.2283  0.008
72 H -1.2639 -5.9725 1.8042  -0.072
73 C -5.4623 -4.2395 0.3831  -0.992
74 Cl -5.0468 -4.4433 2.0862  0.529
75 Cl -4.5236 -2.9386 -0.3696  0.517
76 H -5.2549 -5.1667 -0.1400  0.027
77 H -6.5146 -3.9939 0.3058  0.029
78 C 7.6140 -5.4786 -1.3731  -0.982
79 Cl 7.6226 -4.2384 -0.1083  0.544
80 Cl 6.1746 -6.4987 -1.2676  0.552
81 H 7.6234 -4.9854 -2.3378  0.031
82 H 8.4933 -6.1014 -1.2625  0.030
83 C 9.1530 -2.3749 2.8235  -1.040
84 Cl 8.3194 -0.8146 2.7573  0.488
85 Cl 9.2920 -2.9706 4.4787  0.514
86 H 8.5893 -3.0932 2.2414  -0.035
87 H 10.1473 -2.2561 2.4098  0.027

Cartesian forces, eV/Å:
0.57 0.45 -0.16
-0.72 -0.21 0.41
-0.06 -0.30 0.77
0.39 -0.51 -1.46
-0.58 0.42 0.24
-0.01 -0.34 -1.67
-1.12 0.28 -0.61
0.29 -0.59 0.17
0.12 0.51 0.08
-0.03 -0.33 0.01
0.18 0.73 1.66
0.10 -0.17 -0.12
-0.21 0.01 -0.01
0.03 -0.25 0.13
-0.04 0.06 -0.16
0.19 0.11 0.04
0.23 0.22 -0.07
0.09 0.15 -0.26
0.06 0.00 0.01
0.76 -0.12 -0.55
-0.07 0.15 -0.01
-0.10 -0.13 -0.02
-0.12 -0.21 0.03
-0.07 -0.04 -0.01
0.00 0.07 -0.01
0.10 0.25 -0.15
0.07 -0.09 -0.07
-0.08 0.00 -0.05
-0.05 0.03 -0.01
-0.08 0.08 0.27
0.08 -0.02 -0.04
0.04 -0.10 0.03
0.10 -0.06 -0.08
0.00 -0.02 0.04
-0.45 0.42 0.57
-0.06 0.03 -0.11
0.06 0.00 -0.08
-0.06 -0.04 0.15
0.00 0.04 0.03
-0.08 -0.02 0.19
0.07 0.06 -0.07
0.02 -0.06 -0.09
0.14 -0.12 0.15
0.31 -0.42 1.08
-0.05 0.00 0.01
0.05 0.06 -0.08
-0.03 -0.02 -0.13
-0.07 -0.11 0.14
0.01 -0.01 -0.04
0.07 -0.07 0.17
-0.10 0.09 -0.06
0.00 0.10 -0.09
-0.09 -0.13 -0.21
0.02 0.18 -0.09
-0.01 0.03 -0.02
0.08 -0.10 0.02
0.11 -0.03 0.04
-0.05 0.03 0.07
0.03 0.00 0.02
0.09 -0.12 -0.07
0.01 0.12 -0.04
-0.09 0.04 0.00
0.02 -0.03 -0.01
0.05 -0.03 -0.05
0.05 -0.06 0.03
-0.09 0.02 -0.01
-0.05 0.08 0.02
-0.02 0.02 -0.01
0.02 0.07 -0.02
-0.04 0.03 -0.04
0.00 -0.03 0.07
0.02 -0.11 0.13
-0.02 -0.09 0.02
-0.02 -0.03 -0.01
-0.13 0.17 0.04
0.09 0.00 0.03
0.02 0.09 0.04
0.07 -0.05 -0.08
0.02 0.05 -0.05
0.10 -0.14 -0.08
-0.08 0.04 0.02
-0.03 -0.02 0.11
0.03 -0.05 0.00
-0.01 0.01 -0.09
0.02 -0.04 -0.03
-0.06 0.01 0.08
0.01 0.08 0.06

Values from the calculation:
strongest force on any atom	1.82	eV/A
E	-326392.00647	eV
HOMO level	-0.445	Ha
charge	+1



ORCA calculation (ωB97M-V with the def2-TZVPD basis set) on a structure of composition C6H10LiNaO3 at a distorted geometry.

Each line ends with the Löwdin charge.
Positions of all 21 atoms, in Å:
1 C -2.0450 0.5763 -1.2861  -0.406
2 C -0.6958 0.7256 -1.3930  -0.159
3 C 0.1833 1.6235 -0.5512  -0.218
4 C 1.4147 1.6860 -1.3827  -0.278
5 O 2.4780 1.1392 -1.0595  -0.051
6 O -2.7843 -0.3144 -1.8703  -0.255
7 Na -3.6774 -1.1514 -4.1028  0.830
8 Li 2.6840 0.1198 0.5566  0.685
9 H -2.5504 1.2037 -0.5243  0.104
10 H -0.1954 0.0597 -2.1067  0.094
11 H -0.6647 2.1127 0.1469  0.177
12 H 1.3898 2.3698 -2.2545  0.127
13 C 0.0886 -1.9119 1.3980  -0.123
14 C 0.8574 -1.1426 2.4715  -0.517
15 O 1.6048 -0.1124 1.9333  -0.456
16 H -0.6044 -2.6443 1.8412  0.060
17 H -0.4896 -1.2109 0.7768  0.052
18 H 0.7856 -2.4436 0.7300  0.059
19 H 1.4268 -1.8750 3.0869  0.084
20 H 0.1179 -0.7165 3.1865  0.087
21 H 0.6762 1.9066 0.4033  0.103

Cartesian forces, eV/Å:
-0.14 -0.41 0.49
0.75 -1.63 0.48
-1.18 0.83 1.42
0.77 3.12 -0.28
-1.60 0.33 -0.44
-0.28 0.13 -1.24
0.58 0.50 1.33
-0.74 0.06 0.59
0.05 0.11 -0.22
-0.13 0.00 0.29
0.57 1.66 -2.83
0.21 -0.88 -0.52
-0.18 -0.06 -0.13
-0.29 0.61 0.17
0.80 -0.57 -0.34
0.15 0.07 -0.13
0.14 -0.18 0.19
-0.13 0.06 0.15
0.16 0.17 -0.22
0.00 -0.20 -0.12
0.52 -3.71 1.37

Values from the calculation:
strongest force on any atom	3.99	eV/A
E	-17143.51265	eV
HOMO level	-0.226	Ha
relative energy (zero: lowest compared OMol25 entry of this formula, charge and spin)	3.6320	eV



> Look up the HOMO level of the second one.

-0.226 Ha